Record 1
Below is an isolated ion of composition C2HBrNO3 and charge -1 in a non-equilibrium geometry, with properties calculated with ωB97M-V/def2-TZVPD.

The value obtained for the maximum force is 1.6 eV/A. Its orbital gap is 8.6235 eV. The value obtained for the electronic energy is -79765.369 eV.

```
! wB97M-V def2-TZVPD RIJCOSX def2/J DEFGRID3
* xyz -1 1
C -2.1060 0.4332 0.6916
C 0.7347 0.5617 0.2385
N 0.2536 0.9759 1.2925
O -3.1513 0.3156 1.2704
O -1.6879 0.3218 -0.4363
O -0.9950 0.8616 1.7129
Br 2.7610 1.0777 -0.0156
H 0.4530 0.0490 -0.6565
*
```

---

Record 2
Below is a 2-piece molecular cluster, C2HCl2N overall in a non-equilibrium geometry, with properties calculated with ωB97M-V/def2-TZVPD.

The value obtained for the maximum force is 2.7 eV/A. Its orbital gap (alpha / beta) is 8.0782 / 8.0816 eV. The value obtained for the electronic energy is -28618.393 eV.

```
! wB97M-V def2-TZVPD RIJCOSX def2/J DEFGRID3
* xyz 0 1
C -1.2442 1.1978 -0.8555
C 0.2569 -1.5262 0.4695
N 1.3973 -1.2097 0.4717
Cl -2.2906 0.1636 -0.1989
Cl 2.9483 -0.6426 0.3332
H -1.0677 2.0170 -0.2202
*
```

---

Record 3
Below is an isolated ion of composition C2HCl2N2O and charge +1 in a non-equilibrium geometry, with properties calculated with ωB97M-V/def2-TZVPD.

The value obtained for the maximum force is 3.3 eV/A. Its orbital gap is 10.3254 eV. The value obtained for the electronic energy is -32152.616 eV.

```
! wB97M-V def2-TZVPD RIJCOSX def2/J DEFGRID3
* xyz 1 1
C 0.0798 -0.8379 0.2100
C 0.9000 0.4185 -0.1022
N -2.5225 0.0052 0.1092
N -1.4845 -0.2017 -0.1852
O 0.1699 -1.9321 0.5227
Cl 0.8591 1.3860 1.2911
Cl 0.0363 1.1583 -1.6304
H 1.9620 0.0037 -0.2153
*
```

---

Record 4
Below is one molecule with the formula C2HCl2NO in a non-equilibrium geometry, with properties calculated with ωB97M-V/def2-TZVPD.

The value obtained for the maximum force is 5.4 eV/A. Its orbital gap (alpha / beta) is 8.3742 / 7.6609 eV. The value obtained for the electronic energy is -30666.663 eV.

```
! wB97M-V def2-TZVPD RIJCOSX def2/J DEFGRID3
* xyz 0 1
C 0.4749 0.1018 -0.7337
C -0.9432 -0.7847 -0.0393
N 0.9536 1.0192 -0.0728
O 1.0596 2.0504 0.4901
Cl -0.2731 -2.0275 1.0002
Cl -2.0884 0.1086 0.8433
H 0.8165 -0.4678 -1.4878
*
```

---

ΔE to the lowest compared entry with this formula, charge and spin / kJ/mol: 29.4, 574.9, 111.9, 514.6